Entry from the Open Molecules 2025 dataset: a molecular structure, C20H36Cl2FeN2O4P at a distorted geometry (wB97M-V/def2-TZVPD).

```
66
Properties=species:S:1:pos:R:3:forces:R:3
O 2.735 1.080 -3.606 0.21 0.50 -1.44
C 2.627 1.298 -4.798 0.16 -0.26 0.63
C 2.777 2.631 -5.463 0.07 0.42 0.20
C 3.084 3.766 -4.692 -0.06 0.15 -0.33
H 3.245 3.655 -3.617 -0.12 -0.03 -0.35
C 3.176 5.020 -5.305 -0.04 -0.33 -0.09
H 3.409 5.897 -4.700 -0.08 -0.22 -0.21
C 2.969 5.147 -6.687 -0.01 -0.38 0.23
H 3.029 6.130 -7.157 -0.02 -0.31 0.11
C 2.688 4.010 -7.457 0.09 0.19 0.19
H 2.538 4.108 -8.532 0.04 -0.04 0.27
C 2.600 2.758 -6.849 0.02 0.04 0.40
H 2.391 1.865 -7.437 -0.01 0.21 0.08
H 2.408 0.464 -5.505 -0.01 0.14 0.16
C -2.653 0.839 -1.885 0.14 0.45 -0.03
C -2.367 -0.030 -0.723 0.49 -0.61 0.54
H -3.711 0.839 -2.174 0.09 0.02 -0.02
H -2.036 0.515 -2.732 -0.19 0.08 0.07
H -2.339 1.857 -1.636 -0.17 0.02 -0.27
C -3.161 -0.893 -0.117 -0.40 -0.38 0.12
C -4.649 -1.062 -0.301 -0.01 -0.01 -0.28
H -2.756 -1.599 0.608 0.06 0.36 0.03
H -5.041 -0.444 -1.117 -0.03 -0.17 0.17
H -5.176 -0.793 0.624 0.01 0.01 -0.11
H -4.884 -2.115 -0.500 -0.09 0.13 -0.07
Fe -0.357 0.298 0.170 -1.77 -0.67 -0.86
Cl -0.934 2.411 0.659 0.26 0.73 0.28
Cl 0.627 0.043 -1.811 0.27 0.06 -0.18
C -2.462 0.523 2.805 1.00 -1.12 -1.02
O -1.673 -0.291 2.279 -0.61 1.33 1.03
N -3.031 0.327 4.007 -0.12 -0.21 0.20
C -2.734 -0.862 4.799 -0.10 0.18 0.06
C -4.114 1.175 4.477 0.17 0.04 -0.08
H -2.730 1.470 2.304 0.03 -0.33 0.10
H -2.005 -1.482 4.276 -0.22 0.15 0.00
H -3.654 -1.432 4.974 0.15 0.02 -0.08
H -2.330 -0.562 5.775 -0.06 -0.07 -0.14
H -4.267 1.980 3.749 -0.03 -0.15 0.24
H -3.864 1.608 5.454 -0.10 -0.05 -0.18
H -5.039 0.588 4.573 0.18 0.18 -0.04
H 0.124 -5.655 1.170 -0.12 0.07 -0.05
H 2.444 -5.346 0.159 -0.06 0.14 -0.15
C -0.277 -5.020 0.371 0.15 -0.05 0.01
C 1.977 -4.718 -0.611 -0.17 0.19 -0.05
N 0.760 -4.112 -0.091 -0.04 -0.27 -0.08
H -1.121 -4.437 0.741 0.14 -0.09 -0.08
C 0.528 -2.788 -0.165 -0.94 0.75 0.48
O -0.503 -2.241 0.265 1.46 -0.49 -0.44
H 2.673 -3.925 -0.905 -0.11 -0.20 0.04
H 1.336 -2.205 -0.643 -0.20 -0.13 0.17
H -0.600 -5.671 -0.452 0.00 0.14 0.14
H 1.755 -5.345 -1.488 0.08 0.13 0.18
C 0.743 -0.499 4.127 -0.04 0.10 0.19
P 1.772 0.033 2.748 -0.25 -0.32 -1.11
C 2.315 1.707 3.054 -0.20 0.24 0.17
C 3.227 -1.014 2.786 -0.01 -0.12 0.04
O 1.144 -0.128 1.374 0.81 -0.13 1.62
H 1.361 -0.594 5.032 -0.14 0.04 -0.24
H 0.292 -1.471 3.879 0.13 0.35 0.02
H -0.051 0.238 4.305 0.19 -0.28 -0.09
H 2.910 1.756 3.972 -0.13 0.05 -0.09
H 2.915 2.053 2.209 -0.08 -0.09 0.06
H 1.427 2.347 3.135 0.22 -0.07 -0.03
H 2.864 -2.040 2.660 0.21 0.09 0.04
H 3.839 -0.744 1.924 0.02 -0.08 0.07
H 3.808 -0.922 3.709 -0.12 -0.04 -0.14
```
Positions in Å, forces in eV/Å.

Results
spin multiplicity: 6
gap between HOMO and LUMO (spin up / spin down): 6.68 / 7.39 eV
LUMO energy (spin up / spin down): 0.33 / 0.33 eV
HOMO energy (spin up / spin down): -6.35 / -7.07 eV

---

Entry from the Open Molecules 2025 dataset: a molecular structure, C37H31KNO2PSi (wB97M-V/def2-TZVPD).

```
74
Properties=species:S:1:pos:R:3:forces:R:3
K 0.555 1.708 0.966 -0.22 0.09 0.13
O 2.456 -0.937 0.591 0.32 -0.17 -0.15
N 2.652 0.349 0.216 -0.03 -0.09 0.02
C 3.114 0.519 -0.956 0.06 -0.15 0.09
C 3.285 1.911 -1.422 0.06 0.15 0.09
C 4.008 2.823 -0.656 0.04 -0.08 0.10
C 4.122 4.148 -1.046 0.00 -0.02 -0.01
C 3.511 4.574 -2.216 -0.02 0.03 -0.05
C 2.780 3.677 -2.983 0.00 0.01 0.05
C 2.651 2.347 -2.592 0.03 0.10 -0.23
P 1.648 1.100 -3.489 -0.05 -0.09 0.05
C 0.152 1.143 -2.425 -0.29 0.07 -0.05
C -0.418 -0.071 -2.053 0.13 -0.06 0.00
C -1.585 -0.120 -1.298 -0.01 0.03 -0.02
C -2.202 1.059 -0.908 -0.02 -0.07 0.01
C -1.648 2.282 -1.275 0.04 0.17 0.00
C -0.479 2.326 -2.023 0.14 -0.09 0.01
C 1.119 2.019 -4.979 0.07 0.00 0.02
C -0.192 2.383 -5.266 0.07 0.01 -0.09
C -0.496 3.007 -6.472 -0.07 -0.01 0.06
C 0.500 3.280 -7.393 0.04 0.02 -0.03
C 1.812 2.912 -7.117 0.02 -0.01 0.00
C 2.115 2.276 -5.926 -0.07 -0.01 0.00
H 1.795 -0.862 1.379 -0.07 0.19 -0.11
H 3.319 -0.328 -1.610 0.00 0.00 0.00
H 4.494 2.472 0.245 -0.01 0.00 0.00
H 4.696 4.840 -0.444 0.00 0.01 -0.01
H 3.599 5.605 -2.534 0.00 0.00 0.00
H 2.295 4.019 -3.888 0.01 0.00 0.01
H 0.068 -0.993 -2.351 -0.04 -0.02 0.02
H -2.012 -1.076 -1.031 0.01 -0.06 0.07
H -3.114 1.023 -0.324 0.01 0.01 -0.02
H -2.136 3.207 -0.988 0.00 -0.01 0.00
H -0.049 3.280 -2.308 -0.04 0.03 0.00
H -0.984 2.176 -4.559 -0.01 0.00 -0.01
H -1.521 3.281 -6.688 0.00 0.00 0.01
H 0.258 3.770 -8.326 0.00 -0.01 0.00
H 2.598 3.109 -7.835 -0.02 0.01 -0.01
H 3.137 1.973 -5.726 0.00 0.00 0.00
O 0.620 -0.441 2.227 0.00 0.06 0.03
Si -0.458 -1.497 2.733 -0.02 -0.23 0.09
C -1.913 -0.665 3.610 0.10 -0.06 -0.06
C -2.465 0.509 3.095 -0.04 -0.01 0.07
C -3.568 1.114 3.681 -0.02 0.06 -0.04
C -4.148 0.549 4.809 0.04 -0.07 0.00
C -3.617 -0.619 5.337 -0.01 0.01 0.02
C -2.512 -1.217 4.742 -0.05 0.07 0.04
C -1.234 -2.480 1.312 -0.09 0.15 0.15
C -2.613 -2.663 1.191 0.01 -0.03 -0.06
C -3.155 -3.370 0.123 -0.02 -0.03 -0.08
C -2.322 -3.909 -0.849 0.06 0.07 0.08
C -0.945 -3.739 -0.741 -0.07 -0.04 -0.04
C -0.414 -3.034 0.328 0.12 -0.02 -0.08
C 0.265 -2.778 3.913 0.03 0.13 0.01
C 1.368 -2.439 4.703 -0.08 -0.01 -0.09
C 1.902 -3.338 5.613 0.07 0.02 0.05
C 1.344 -4.602 5.750 0.01 -0.03 0.02
C 0.255 -4.962 4.971 -0.03 0.00 -0.04
C -0.275 -4.056 4.060 -0.01 -0.01 0.03
H -2.032 0.956 2.205 0.00 0.01 -0.05
H -3.978 2.025 3.260 0.00 -0.01 0.01
H -5.010 1.014 5.270 0.00 0.01 0.00
H -4.062 -1.065 6.218 -0.01 0.00 0.00
H -2.105 -2.127 5.169 0.00 0.00 0.01
H -3.277 -2.242 1.938 0.00 -0.01 0.00
H -4.229 -3.496 0.049 0.00 -0.01 -0.01
H -2.739 -4.459 -1.683 -0.01 -0.01 -0.01
H -0.286 -4.162 -1.490 -0.01 0.00 -0.01
H 0.662 -2.899 0.388 -0.03 -0.01 -0.01
H 1.816 -1.458 4.588 0.00 0.01 0.02
H 2.757 -3.055 6.214 0.00 -0.02 0.00
H 1.763 -5.306 6.458 -0.01 0.00 0.00
H -0.177 -5.951 5.067 0.00 0.00 0.00
H -1.123 -4.353 3.450 0.01 -0.01 -0.01
```
Positions in Å, forces in eV/Å.

Results
spin multiplicity: 1
gap between HOMO and LUMO: 8.31 eV
ΔE to the lowest compared entry with this formula, charge and spin: 0.0 kJ/mol
LUMO energy: -0.21 eV
HOMO energy: -8.52 eV

---

Question: Among the records above, which one has the lowest spin multiplicity?
Answer: C37H31KNO2PSi

---

Question: Among the records above, which one has the highest spin multiplicity?
Answer: C20H36Cl2FeN2O4P